Entry 1
9
Properties=species:S:1:pos:R:3 method="wB97M-V/def2-TZVPD" smiles="C[C@H](Cl)N=O" multiplicity=1 gap_ev=9.3
C -0.2733 0.0735 -0.2573
C 0.0922 -0.7224 0.9162
Cl -0.7513 -2.2785 0.9341
N -0.4962 -0.2120 2.1959
O 0.2306 -0.2626 3.1234
H -0.1970 1.0309 0.0772
H 0.3904 0.0023 -1.1017
H -1.2351 -0.1056 -0.5822
H 1.1675 -1.0108 1.0543

Entry 2
9
Properties=species:S:1:pos:R:3 method="wB97M-V/def2-TZVPD" smiles="[H]/N=C(/C)OCl" multiplicity=1 gap_ev=10.1
H 1.1098 -1.8857 -0.1124
N 0.2468 -1.4669 -0.0465
C 0.1684 -0.2121 0.0118
C -1.1514 0.5297 0.0015
O 1.1248 0.7426 0.0224
Cl 2.7240 0.1269 -0.0218
H -0.8761 1.3754 0.6392
H -1.9549 0.0196 0.5054
H -1.3912 0.7704 -0.9996

The most stable arrangement is entry 2, and the next structure is 0.0238 hartree less stable.

Entry 1
12
Properties=species:S:1:pos:R:3 method="wB97M-V/def2-TZVPD" total_charge=-2 multiplicity=1 gap_ev=5.2
C -0.5747 -1.1161 0.8977
C -0.5852 0.2519 -1.2223
C 0.2127 -0.3875 -0.1378
N 0.7645 1.1313 0.7475
O -1.7599 -0.7799 1.1875
O 1.7765 1.7387 0.1147
O 0.0517 -2.0819 1.4125
H -0.6394 -0.3826 -2.1303
H -1.4792 0.6809 -0.6691
H 0.0153 1.2468 -1.2609
H 1.0693 -1.0107 -0.5638
H 1.1482 0.7091 1.6242

Entry 2
12
Properties=species:S:1:pos:R:3 method="wB97M-V/def2-TZVPD" total_charge=-2 multiplicity=1 gap_ev=5.1
C 0.6636 2.7887 -0.1306
C 1.3267 0.4202 -0.4116
C 0.3558 1.3077 -0.2638
N -1.8780 -1.3220 0.3413
O -0.2634 3.5214 -0.5182
O -2.2635 -2.3613 1.1914
O 1.8267 3.1225 0.1963
H 1.0549 -0.6069 -0.7292
H 2.2860 0.6701 -0.1570
H -0.9678 -1.6543 0.0959
H -0.5941 0.8899 -0.3468
H -1.6640 -0.3587 0.8929

The most stable arrangement is entry 2, and the next structure is 0.0282 hartree less stable.

Entry 1
14
Properties=species:S:1:pos:R:3 method="wB97M-V/def2-TZVPD" multiplicity=1 gap_ev=8.5
C 2.2352 -0.0788 1.0763
C 1.1795 0.4127 0.6192
C 0.3083 0.9232 -0.3061
C 0.4359 2.3508 -0.7416
O 1.1107 3.1337 0.0073
N -0.8187 0.5152 -0.9497
N -1.4041 -0.6500 -0.6142
C -0.9692 -1.6182 0.4035
H 3.0760 -0.8564 1.4190
H -0.2697 2.6708 -1.4666
H -2.3179 -0.7997 -1.1109
H -1.2521 -2.7214 0.0014
H -1.3913 -1.4458 1.4751
H 0.0774 -1.8360 0.1871

Entry 2
14
Properties=species:S:1:pos:R:3 method="wB97M-V/def2-TZVPD" smiles="ON=c1cc[nH]cc1" multiplicity=1 gap_ev=8.1
O 0.4523 1.9417 2.2793
N 1.2944 1.0909 1.3980
C 0.6071 0.4252 0.5584
C 1.2129 -0.6096 -0.2943
C 0.4800 -1.2542 -1.2701
N -0.8346 -0.9757 -1.4256
C -1.4367 -0.1118 -0.6267
C -0.8182 0.6044 0.3203
H 1.1514 2.0946 2.9332
H 2.2065 -1.0538 0.0190
H 1.0047 -2.0965 -1.7471
H -1.3840 -1.4379 -2.1160
H -2.4725 -0.0284 -0.8195
H -1.4632 1.4110 0.7912

The most stable arrangement is entry 2, and the next structure is 0.1120 hartree less stable.

Entry 1
16
Properties=species:S:1:pos:R:3 method="wB97M-V/def2-TZVPD" smiles=CCN.O.O multiplicity=1 gap_ev=11.1
C 1.2756 -0.2492 1.0872
C 0.5163 -1.3123 0.3144
N 0.0768 -0.8124 -1.0003
H 0.6297 0.6557 1.2550
H 1.6087 -0.6244 2.0548
H 2.1855 0.0564 0.5492
H 1.1401 -2.1876 0.2262
H -0.3714 -1.6404 0.8847
H 0.8654 -0.5149 -1.5641
H -0.2702 -1.5301 -1.5764
O -2.3296 0.6794 -0.1029
H -2.3973 0.5120 0.8524
H -1.5567 0.1862 -0.3892
O -0.2831 2.6435 -0.8353
H 0.0590 1.8403 -1.2466
H -1.1487 2.2978 -0.5090

Entry 2
16
Properties=species:S:1:pos:R:3 method="wB97M-V/def2-TZVPD" smiles=CNC.O.O multiplicity=1 gap_ev=9.7
C -0.8093 -0.0581 1.2431
N 0.6142 0.2155 1.7827
C 1.5165 0.3900 0.6208
H -1.3509 0.5905 2.0043
H -1.1146 0.4349 0.2859
H -1.1494 -1.0919 1.2727
H 0.9156 -0.6943 2.1858
H 2.0177 -0.4848 0.2489
H 2.3922 1.0581 0.8073
H 0.8982 0.8665 -0.2006
O -0.1202 -1.6912 -1.5399
H -0.0115 -2.1455 -0.7094
H 0.7391 -1.6995 -2.0969
O -1.7656 1.7249 -1.9475
H -0.8580 1.6634 -1.6345
H -1.9139 0.9217 -2.3226

The most stable arrangement is entry 1, and the next structure is 0.0621 hartree less stable.

Entry 1
16
Properties=species:S:1:pos:R:3 method="wB97M-V/def2-TZVPD" smiles=CCN.O.O multiplicity=1 gap_ev=9.2
C -0.0106 -2.3971 -1.2360
C 0.0126 -1.0260 -0.5435
N 1.3398 -0.4670 -0.3488
H 0.9085 -2.3830 -1.8375
H -0.9192 -2.4465 -1.8342
H 0.0829 -3.3467 -0.7197
H -0.4055 -1.2091 0.4511
H -0.6632 -0.3780 -1.0955
H 1.4577 -0.1444 0.6022
H 2.1145 -0.9906 -0.7216
O 0.8774 1.2771 3.0617
H 0.4707 1.9922 3.5466
H 0.9119 0.4187 3.4798
O -1.9439 2.1037 -1.3833
H -2.0770 2.9773 -0.9920
H -2.8616 1.9343 -1.6347

Entry 2
16
Properties=species:S:1:pos:R:3 method="wB97M-V/def2-TZVPD" smiles=CNC.O.O multiplicity=1 gap_ev=8.6
C 1.7875 0.3731 0.7074
N 0.7939 -0.6492 0.9145
C -0.1953 -0.2560 1.9011
H 2.2545 0.6131 1.6581
H 1.3690 1.3050 0.3006
H 2.5630 0.0455 0.0162
H 0.3639 -0.9423 0.0428
H -0.5137 0.7999 1.7893
H -1.0398 -0.9282 1.8602
H 0.2175 -0.3312 2.9152
O -0.7057 -1.5701 -1.6454
H -1.2340 -0.8433 -2.0193
H -0.3726 -2.0941 -2.3796
O -1.5684 1.1707 -2.0596
H -1.6342 1.7042 -1.2572
H -2.0856 1.6029 -2.7446

The most stable arrangement is entry 2, and the next structure is 0.0183 hartree less stable.

Entry 1
15
Properties=species:S:1:pos:R:3 method="wB97M-V/def2-TZVPD" total_charge=+1 multiplicity=1 gap_ev=11.6
C 1.4405 1.7350 -1.2406
O 0.4863 0.7232 -1.5981
H 2.4058 1.3638 -0.9399
H 1.7067 2.4487 -2.0634
H 0.9915 2.3767 -0.4696
H -0.3451 1.1970 -1.5267
C -0.8335 -0.4367 1.2453
C -1.8721 -1.2393 1.4350
N 0.3630 -1.0360 0.5287
H -0.8395 0.6378 1.2915
H -2.8885 -0.9549 1.6202
H -1.8170 -2.2699 1.0856
H 1.0815 -1.0489 1.2609
H 0.0959 -2.0216 0.5042
H 0.6861 -0.5170 -0.3214

Entry 2
15
Properties=species:S:1:pos:R:3 method="wB97M-V/def2-TZVPD" total_charge=+1 multiplicity=1 gap_ev=12.0
C -0.8970 -1.5820 -0.6317
C -0.7966 -0.0798 -0.9092
C -0.5690 1.7939 0.5706
N -0.1524 0.6357 0.2419
H -0.0183 -2.1254 -0.9567
H -1.1569 -1.8196 0.3934
H -1.7024 -1.9526 -1.2704
H -0.1169 0.0863 -1.7440
H -1.7478 0.4030 -1.1087
H 0.0335 2.3798 1.2474
H -1.5319 2.1533 0.2263
H 0.8727 0.4030 0.5188
H 2.7790 -0.8049 0.8294
H 2.7136 0.4715 1.6815
O 2.2904 0.0377 0.9113

The most stable arrangement is entry 2, and the next structure is 0.0453 hartree less stable.